No. 1
The following is a DFT calculation (wB97M-V/def2-TZVPD) of a single C18H26N4O6S molecule.

Computed properties:
* total charge: 0
* SMILES: CN(CCCNC(=O)c1cnc(C2OCCO2)s1)C(=O)CCN1CCOCC1=O
* multiplicity: 1
* relative energy (zero: lowest compared OMol25 entry of this formula, charge and spin): 18.6 kJ/mol
* gap between HOMO and LUMO: 9.51 eV

Each line ends with the Löwdin charge.
CARTESIAN COORDINATES (ANGSTROEM)
C -0.288 -2.453 -2.235  -0.04
N 0.886 -1.614 -2.029  -0.11
C 1.567 -1.151 -3.242  -0.16
C 1.365 0.321 -3.621  -0.16
C -0.059 0.841 -3.473  -0.17
N -0.346 1.133 -2.068  0.06
C -1.513 1.800 -1.732  -0.51
O -1.860 2.829 -2.272  0.09
C -2.201 1.291 -0.520  -0.43
C -3.038 2.005 0.285  -0.14
N -3.499 1.348 1.390  0.09
C -3.024 0.140 1.430  -0.48
C -3.245 -0.821 2.569  -0.36
O -3.308 -2.134 2.053  -0.08
C -2.383 -2.933 2.798  -0.13
C -1.349 -1.913 3.215  -0.15
O -2.172 -0.770 3.480  -0.05
S -1.999 -0.292 0.124  1.18
C 1.447 -1.583 -0.778  -0.45
O 0.933 -2.143 0.173  0.05
C 2.743 -0.804 -0.616  -0.07
C 2.896 -0.264 0.800  -0.14
N 1.916 0.764 1.122  -0.02
C 2.069 2.050 0.450  -0.12
C 0.935 2.990 0.794  -0.17
O 0.786 3.080 2.195  -0.10
C 0.362 1.835 2.707  -0.09
C 1.246 0.663 2.314  -0.40
O 1.300 -0.321 3.027  0.07
H -0.700 -2.726 -1.270  0.07
H -1.043 -1.914 -2.810  0.08
H -0.021 -3.363 -2.779  0.10
H 2.635 -1.368 -3.177  0.12
H 1.183 -1.773 -4.052  0.12
H 2.018 0.970 -3.032  0.10
H 1.682 0.429 -4.661  0.12
H -0.177 1.770 -4.029  0.12
H -0.780 0.123 -3.882  0.12
H -0.172 0.322 -1.488  0.06
H -3.328 3.028 0.096  0.13
H -4.159 -0.541 3.098  0.16
H -2.886 -3.386 3.657  0.13
H -1.997 -3.707 2.138  0.13
H -0.808 -2.151 4.127  0.14
H -0.632 -1.711 2.418  0.09
H 3.567 -1.496 -0.815  0.14
H 2.827 -0.006 -1.351  0.09
H 2.763 -1.068 1.518  0.12
H 3.904 0.150 0.917  0.13
H 3.028 2.501 0.733  0.13
H 2.072 1.896 -0.632  0.11
H 1.152 3.989 0.421  0.14
H 0.000 2.644 0.340  0.11
H 0.369 1.896 3.792  0.14
H -0.663 1.602 2.385  0.12

No. 2
The following is a DFT calculation (wB97M-V/def2-TZVPD) of a single C18H26N6O molecule.

Computed properties:
* total charge: 0
* SMILES: COc1ccc(Nc2nc(N)nc(CN(C)C3CCCCC3)n2)cc1
* multiplicity: 1
* relative energy (zero: lowest compared OMol25 entry of this formula, charge and spin): 0.0 kJ/mol
* gap between HOMO and LUMO: 8.53 eV

Each line ends with the Löwdin charge.
CARTESIAN COORDINATES (ANGSTROEM)
C 7.664 -0.191 1.072  -0.10
O 6.660 0.718 0.698  -0.09
C 5.409 0.235 0.440  -0.28
C 4.451 1.180 0.073  0.00
C 3.156 0.808 -0.211  -0.02
C 2.780 -0.532 -0.136  -0.24
N 1.492 -0.980 -0.410  0.13
C 0.389 -0.316 -0.820  -0.36
N 0.400 0.997 -1.022  0.18
C -0.761 1.507 -1.433  -0.45
N -0.817 2.838 -1.628  0.16
N -1.881 0.810 -1.634  0.16
C -1.786 -0.492 -1.392  -0.34
C -3.037 -1.312 -1.557  -0.13
N -3.620 -1.801 -0.319  -0.17
C -2.888 -2.920 0.237  -0.10
C -4.037 -0.817 0.673  -0.33
C -4.876 0.294 0.042  -0.16
C -5.490 1.173 1.128  -0.20
C -4.395 1.793 1.990  -0.21
C -3.526 0.702 2.606  -0.20
C -2.920 -0.179 1.517  -0.15
N -0.683 -1.106 -1.000  0.18
C 3.735 -1.475 0.232  -0.03
C 5.037 -1.102 0.518  -0.03
H 8.562 0.406 1.224  0.09
H 7.413 -0.709 2.004  0.09
H 7.852 -0.931 0.286  0.09
H 4.751 2.215 0.018  0.12
H 2.419 1.541 -0.493  0.08
H 1.335 -1.974 -0.314  0.15
H 0.036 3.366 -1.601  0.10
H -1.642 3.223 -2.049  0.10
H -3.775 -0.706 -2.084  0.11
H -2.799 -2.190 -2.163  0.13
H -3.377 -3.242 1.156  0.09
H -1.837 -2.693 0.450  0.06
H -2.921 -3.742 -0.480  0.08
H -4.686 -1.378 1.363  0.15
H -5.662 -0.150 -0.571  0.12
H -4.240 0.910 -0.596  0.10
H -6.092 1.960 0.668  0.11
H -6.150 0.571 1.757  0.11
H -4.839 2.407 2.778  0.11
H -3.771 2.441 1.369  0.11
H -4.134 0.086 3.273  0.11
H -2.728 1.152 3.202  0.11
H -2.303 -0.955 1.974  0.11
H -2.278 0.432 0.882  0.10
H 3.460 -2.518 0.295  0.11
H 5.746 -1.865 0.798  0.10

No. 3
The following is a DFT calculation (wB97M-V/def2-TZVPD) of 2 unconnected molecules or ions with the total composition C18H26N6O2 at a distorted geometry.

Computed properties:
* total charge: 0
* SMILES: Cc1cc(C)nc(Nc2ccc(N)cc2)n1.CNC(=O)[C@H](C)NC(C)=O
* multiplicity: 1
* relative energy (zero: lowest compared OMol25 entry of this formula, charge and spin): 0.0 kJ/mol
* gap between HOMO and LUMO: 7.56 eV

Each line ends with the Löwdin charge.
CARTESIAN COORDINATES (ANGSTROEM)
C -0.036 -5.319 3.988  -0.03
C -0.428 -5.857 2.647  -0.33
C -0.314 -7.205 2.377  -0.01
C -0.706 -7.654 1.133  -0.33
C -0.600 -9.108 0.796  -0.04
N -1.183 -6.807 0.228  0.16
C -1.240 -5.526 0.553  -0.38
N -1.782 -4.771 -0.450  0.11
C -2.026 -3.394 -0.482  -0.25
C -3.140 -2.934 -1.195  -0.03
C -3.423 -1.565 -1.280  -0.04
C -2.583 -0.638 -0.667  -0.36
N -2.862 0.714 -0.752  0.08
C -1.462 -1.079 0.033  -0.04
C -1.183 -2.449 0.125  -0.02
N -0.889 -5.021 1.728  0.18
H -0.224 -4.243 4.034  0.08
H 1.027 -5.496 4.168  0.08
H -0.617 -5.808 4.774  0.08
H 0.068 -7.893 3.120  0.12
H -0.927 -9.287 -0.233  0.08
H -1.230 -9.696 1.469  0.08
H 0.437 -9.442 0.896  0.08
H -2.227 -5.357 -1.141  0.14
H -3.799 -3.645 -1.682  0.11
H -4.295 -1.227 -1.830  0.10
H -3.783 0.983 -1.089  0.09
H -2.391 1.332 -0.096  0.09
H -0.799 -0.364 0.506  0.10
H -0.300 -2.778 0.663  0.10
C 2.576 4.111 0.666  -0.07
N 3.140 4.337 -0.666  0.03
C 2.654 5.113 -1.641  -0.48
O 3.266 5.192 -2.700  0.05
C 1.323 5.878 -1.435  -0.28
C 0.132 5.071 -1.967  -0.03
N 1.312 7.187 -2.092  0.10
C 1.961 8.286 -1.713  -0.55
C 2.811 8.270 -0.457  0.01
O 1.858 9.318 -2.357  0.04
H 3.172 3.362 1.192  0.09
H 2.593 5.036 1.244  0.08
H 1.549 3.748 0.589  0.08
H 4.006 3.872 -0.897  0.15
H 1.168 6.033 -0.369  0.12
H 0.085 4.104 -1.464  0.08
H -0.796 5.614 -1.784  0.09
H 0.250 4.905 -3.039  0.09
H 0.808 7.268 -2.960  0.15
H 3.222 9.268 -0.305  0.09
H 2.199 7.998 0.400  0.08
H 3.629 7.564 -0.584  0.08